*1*
Formula: C10H13O2
Source: the OMol25 dataset
Level of theory: ωB97M-V/def2-TZVPD

Structure (XYZ):
```
25
C10H13O2 (ωB97M-V/def2-TZVPD)
C 0.59 1.33 1.48
C 1.72 2.12 2.14
C -0.59 2.23 1.02
O -1.68 1.64 0.82
O -0.33 3.44 0.83
H 0.91 0.68 0.66
H 0.20 0.67 2.26
H 2.51 1.46 2.52
H 1.33 2.67 3.01
H 2.09 2.93 1.52
C -2.45 -1.85 -0.73
C 1.81 -1.61 -1.30
C 1.23 -2.77 -0.78
C 1.00 -0.57 -1.72
C -0.14 -2.83 -0.58
C -0.37 -0.64 -1.44
C -0.98 -1.78 -0.96
H 2.89 -1.60 -1.41
H 1.85 -3.65 -0.63
H 1.44 0.32 -2.13
H -0.57 -3.77 -0.26
H -0.93 0.24 -1.71
H -2.98 -2.17 -1.63
H -2.87 -0.87 -0.51
H -2.71 -2.59 0.03
```

Properties
Spin multiplicity   1
HOMO energy   -3.911 eV
Net charge   -1
Frontier orbital gap   7.27 eV

---

*2*
Formula: C10H13O2
Source: the OMol25 dataset
Level of theory: ωB97M-V/def2-TZVPD

Structure (XYZ):
```
25
C10H13O2 (ωB97M-V/def2-TZVPD)
C 1.30 -0.67 -1.77
C 2.11 -1.72 -0.99
C 0.02 -1.30 -2.36
O -0.82 -1.77 -1.55
O 0.05 -1.39 -3.61
H 1.11 0.18 -1.12
H 1.96 -0.37 -2.59
H 1.47 -2.09 -0.19
H 3.01 -1.27 -0.56
H 2.50 -2.54 -1.61
C -1.13 3.28 0.93
C -0.85 -0.50 0.93
C -1.26 0.80 0.64
C 0.09 -0.67 1.95
C -0.85 1.87 1.43
C 0.61 0.39 2.68
C 0.08 1.65 2.45
H -1.05 -1.42 0.45
H -2.10 0.91 -0.02
H 0.54 -1.65 2.10
H 1.41 0.31 3.40
H -1.91 3.73 1.55
H -1.43 3.27 -0.11
H 0.41 2.52 3.02
H -0.19 3.83 1.03
```

Properties
Spin multiplicity   1
HOMO energy   -3.981 eV
Net charge   -1
Frontier orbital gap   7.29 eV

---

Most stable to least stable, the ends of the list are *1* and *2*.

---

*1*
Formula: C11H22N2O3
Source: the OMol25 dataset
Level of theory: ωB97M-V/def2-TZVPD

Structure (XYZ):
```
38
C11H22N2O3 (ωB97M-V/def2-TZVPD)
C 0.00 1.66 -0.18
C 0.05 0.76 -1.41
C -1.47 1.72 0.36
C -1.95 2.95 1.08
C -3.36 2.83 1.56
C -1.19 3.33 2.31
C 0.93 -1.36 -0.23
C 2.03 -2.25 -0.84
C 0.01 -2.19 0.72
C 0.62 -2.64 2.03
C -0.57 -3.42 -0.04
H -0.12 3.19 -1.50
H 1.33 2.96 -0.93
H 0.73 1.35 0.62
H -1.68 0.77 0.94
H -2.09 1.64 -0.53
H -1.83 3.77 0.34
H -4.05 2.35 0.85
H -3.75 3.84 1.82
H -3.37 2.26 2.52
H -1.24 2.53 3.08
H -1.53 4.27 2.83
H -0.08 3.52 2.12
H 0.09 -0.99 -2.19
H 1.32 -0.56 0.48
H -0.86 -1.50 0.86
H 1.10 -1.76 2.47
H 1.33 -3.43 1.79
H -0.08 -2.97 2.83
H 0.22 -4.03 -0.54
H -1.28 -3.10 -0.86
H -1.23 -3.98 0.71
H 3.60 -3.16 -0.57
N 0.41 3.00 -0.62
N 0.20 -0.58 -1.29
O -0.17 1.20 -2.52
O 1.91 -2.68 -1.94
O 3.10 -2.56 -0.04
```

Properties
Spin multiplicity   1
HOMO energy   -9.579 eV
Frontier orbital gap   10.12 eV

---

*2*
Formula: C11H22N2O3
Source: the OMol25 dataset
Level of theory: ωB97M-V/def2-TZVPD

Structure (XYZ):
```
38
C11H22N2O3 (ωB97M-V/def2-TZVPD)
C 2.18 -0.02 -0.49
C 0.78 0.21 -0.96
C 2.33 -0.72 0.88
C 1.60 -1.95 0.81
C 2.30 -3.04 -0.10
C 1.39 -2.38 2.30
C -1.26 1.55 -0.68
C -1.51 3.14 -0.75
C -2.65 1.00 -0.02
C -3.89 1.63 -0.58
C -2.66 -0.51 -0.25
H 3.05 1.41 -1.55
H 4.01 0.83 -0.59
H 2.34 -0.72 -1.31
H 3.38 -0.90 1.24
H 1.91 -0.12 1.70
H 0.58 -1.83 0.41
H 3.29 -3.40 0.39
H 2.34 -2.92 -1.19
H 1.72 -4.04 0.09
H 0.63 -1.77 2.83
H 2.31 -2.59 2.76
H 0.84 -3.37 2.30
H 0.39 1.84 0.21
H -1.36 1.13 -1.73
H -2.43 1.21 1.03
H -3.99 2.75 -0.49
H -3.90 1.30 -1.63
H -4.73 1.22 -0.01
H -2.15 -1.03 0.64
H -2.26 -1.02 -1.11
H -3.61 -0.92 -0.01
H -1.09 4.88 -0.03
N 3.01 1.04 -0.68
N -0.01 1.16 -0.26
O 0.11 -0.53 -1.67
O -2.14 3.64 -1.59
O -0.82 3.87 0.12
```

Properties
Spin multiplicity   1
HOMO energy   -9.058 eV
Frontier orbital gap   9.64 eV

---

Most stable to least stable, the ends of the list are *1* and *2*.

---

*1*
Formula: H3NO3Si
Source: the OMol25 dataset
Level of theory: ωB97M-V/def2-TZVPD

Structure (XYZ):
```
8
H3NO3Si (ωB97M-V/def2-TZVPD)
N 2.08 -0.57 -2.04
O 1.29 -0.09 -2.79
O 3.14 -1.08 -2.10
O 1.52 -0.63 -0.62
Si 0.09 -0.11 0.11
H -0.43 1.14 -0.43
H -0.91 -1.11 0.20
H 0.67 -0.25 1.48
```

Properties
Spin multiplicity   1
HOMO energy   -11.318 eV
Frontier orbital gap   11.38 eV

---

*2*
Formula: H3NO3Si
Source: the OMol25 dataset
Level of theory: ωB97M-V/def2-TZVPD

Structure (XYZ):
```
8
H3NO3Si (ωB97M-V/def2-TZVPD)
N 0.61 -0.37 -1.11
O -0.05 0.66 -0.69
O 1.19 -0.33 -2.13
O 0.67 -1.40 -0.46
Si -0.57 0.29 0.93
H 0.69 0.19 1.63
H -1.02 1.72 0.98
H -1.53 -0.76 0.85
```

Properties
Spin multiplicity   1
HOMO energy   -11.064 eV
Frontier orbital gap   11.52 eV

---

Most stable to least stable, the ends of the list are *2* and *1*.

---

*1*
Formula: C3H10N
Source: the OMol25 dataset
Level of theory: ωB97M-V/def2-TZVPD

Structure (XYZ):
```
14
C3H10N (ωB97M-V/def2-TZVPD)
C 0.31 2.88 1.63
H -0.08 3.57 0.88
H 1.20 3.32 2.07
H 0.51 1.93 1.13
H -0.42 2.64 2.40
C -1.02 -1.89 -0.24
C 0.72 -1.38 -1.89
N 0.19 -1.25 -0.75
H -0.90 -2.83 0.28
H -1.69 -2.06 -1.08
H -1.53 -1.13 0.35
H 0.21 -1.93 -2.67
H 1.70 -0.96 -2.10
H 0.81 -0.89 -0.02
```

Properties
Spin multiplicity   1
HOMO energy   -15.948 eV
Net charge   +1
Frontier orbital gap   10.35 eV

---

*2*
Formula: C3H10N
Source: the OMol25 dataset
Level of theory: ωB97M-V/def2-TZVPD

Structure (XYZ):
```
14
C3H10N (ωB97M-V/def2-TZVPD)
C -0.63 0.73 1.41
H -3.20 3.20 -4.47
H -1.43 0.89 2.20
H 0.10 1.69 1.37
H -2.45 2.88 -4.40
C 0.67 -0.72 0.06
C -0.46 -0.54 0.94
N 1.93 -1.33 0.36
H 0.65 -0.45 -1.01
H -0.92 -1.30 1.61
H -1.29 -0.67 0.19
H 2.46 -1.90 -0.32
H 2.75 -0.65 0.77
H 1.82 -1.84 1.28
```

Properties
Spin multiplicity   1
HOMO energy   -11.596 eV
Net charge   +1
Frontier orbital gap   5.66 eV

---

*3*
Formula: C3H10N
Source: the OMol25 dataset
Level of theory: ωB97M-V/def2-TZVPD

Structure (XYZ):
```
14
C3H10N (ωB97M-V/def2-TZVPD)
C 3.60 -1.46 -1.11
H 2.61 -1.67 -1.50
H 3.63 -0.56 -0.50
H 4.37 -1.45 -1.87
H 3.84 -2.33 -0.50
C -1.19 1.16 1.49
C -1.77 0.38 -0.76
N -1.41 0.12 0.43
H -0.55 0.65 2.21
H -2.16 1.40 1.92
H -0.72 2.03 1.06
H -2.09 1.37 -1.04
H -1.54 -0.28 -1.60
H -1.45 -0.85 0.73
```

Properties
Spin multiplicity   1
HOMO energy   -15.497 eV
Net charge   +1
Frontier orbital gap   9.62 eV

---

*4*
Formula: C3H10N
Source: the OMol25 dataset
Level of theory: ωB97M-V/def2-TZVPD

Structure (XYZ):
```
14
C3H10N (ωB97M-V/def2-TZVPD)
C 0.20 0.45 -0.96
C -0.35 -0.13 0.51
C -1.66 -0.96 0.73
N 1.71 0.71 -0.97
H -0.05 -0.39 -1.58
H -0.35 1.29 -1.20
H -0.53 0.65 1.24
H 0.67 -0.47 0.75
H -1.84 -1.17 1.83
H -2.50 -0.35 0.39
H -1.80 -1.94 0.19
H 2.22 1.47 -1.46
H 2.10 0.29 0.59
H 2.18 0.55 -0.05
```

Properties
Spin multiplicity   1
HOMO energy   -16.346 eV
Net charge   +1
Frontier orbital gap   8.38 eV

---

Most stable to least stable, the ends of the list are *1* and *4*.

---

*1*
Formula: CH4FN2O
Source: the OMol25 dataset
Level of theory: ωB97M-V/def2-TZVPD

Structure (XYZ):
```
9
CH4FN2O (ωB97M-V/def2-TZVPD)
C 1.30 -0.99 -0.34
N 0.45 -0.10 0.11
N -0.93 1.03 -0.37
O -1.77 0.88 0.64
F 1.29 -1.29 -1.59
H 0.71 0.04 1.07
H -1.38 0.43 -1.04
H 2.15 -1.59 0.27
H -1.81 1.60 1.25
```

Properties
Spin multiplicity   1
HOMO energy   -16.901 eV
Net charge   +1
Frontier orbital gap   10.98 eV

---

*2*
Formula: CH4FN2O
Source: the OMol25 dataset
Level of theory: ωB97M-V/def2-TZVPD

Structure (XYZ):
```
9
CH4FN2O (ωB97M-V/def2-TZVPD)
C -0.42 1.15 0.30
N 0.65 0.79 -0.50
N 1.36 0.76 -1.36
O 2.16 0.64 -2.15
F 1.86 -2.06 -1.38
H -0.07 1.30 1.32
H -0.88 2.07 -0.07
H -1.16 0.34 0.30
H 2.03 -2.97 -1.49
```

Properties
Spin multiplicity   1
HOMO energy   -18.088 eV
Net charge   +1
Frontier orbital gap   12.87 eV

---

Most stable to least stable, the ends of the list are *2* and *1*.

---

*1*
Formula: C4H14O3
Source: the OMol25 dataset
Level of theory: ωB97M-V/def2-TZVPD

Structure (XYZ):
```
21
C4H14O3 (ωB97M-V/def2-TZVPD)
C 0.27 -1.76 -1.13
C -0.89 -1.04 -0.83
C -1.69 -0.22 -1.79
C 0.64 -2.91 -0.40
H 1.00 -1.59 -1.93
H -1.38 -1.18 0.09
H -2.04 -0.65 -2.72
H -2.54 0.34 -1.41
H -0.85 0.61 -2.08
H 1.76 -3.26 -0.29
H 0.31 -3.87 -0.66
H 0.35 -3.02 0.69
H -0.39 2.86 1.89
H 0.08 1.49 1.68
O 0.46 2.35 2.09
H 3.26 1.26 -0.04
H 2.60 0.02 0.64
O 3.45 0.42 0.45
H -2.44 2.40 0.12
H -2.92 1.22 0.89
O -2.24 2.10 0.96
```

Properties
Spin multiplicity   1
HOMO energy   -8.974 eV
Frontier orbital gap   9.14 eV

---

*2*
Formula: C4H14O3
Source: the OMol25 dataset
Level of theory: ωB97M-V/def2-TZVPD

Structure (XYZ):
```
21
C4H14O3 (ωB97M-V/def2-TZVPD)
C -1.41 -0.81 -0.53
C -1.50 0.36 -1.16
C -2.08 1.59 -0.47
C -0.61 -2.01 -1.14
H -2.11 -1.23 0.27
H -1.00 0.51 -2.13
H -1.81 2.54 -0.90
H -3.19 1.36 -0.48
H -1.67 1.52 0.57
H -1.24 -2.53 -1.88
H -0.14 -2.65 -0.42
H 0.30 -1.58 -1.50
H 2.00 -2.03 -0.01
H 1.51 -0.77 0.88
O 1.67 -1.71 0.82
H 3.17 1.42 -0.26
H 1.78 2.09 -0.48
O 2.41 1.47 -0.85
H 1.23 0.84 2.62
H -0.10 0.69 3.41
O 0.27 0.85 2.54
```

Properties
Spin multiplicity   1
HOMO energy   -8.724 eV
Frontier orbital gap   9.07 eV

---

Most stable to least stable, the ends of the list are *2* and *1*.